No. 1
The following is a DFT calculation (wB97M-V/def2-TZVPD) of a 11-piece molecular cluster, C22H66O11S11 overall.

Structure (XYZ):
```
110
Properties=species:S:1:pos:R:3
S 2.036 -5.317 -4.661
S 4.461 2.975 -1.281
S -2.058 -6.172 -1.304
S -1.690 -2.134 3.023
S -5.740 0.565 -1.324
S 0.079 0.446 -0.673
S 1.701 1.404 4.224
S -3.105 2.781 2.901
S -0.557 2.166 -4.261
S 5.179 -0.959 0.240
S -0.605 5.534 -0.930
O 2.012 -4.306 -5.865
O -4.343 2.255 2.159
O -1.584 2.683 -3.270
O -2.506 -2.430 1.751
O -0.610 6.634 0.102
O 3.390 4.025 -1.445
O -5.432 -0.102 -2.656
O -1.176 -5.648 -2.369
O 5.170 -0.377 1.648
O 1.462 0.913 -0.263
O 0.780 2.194 3.304
C 0.584 -6.459 -4.788
C -0.587 -3.523 3.403
C 3.513 -1.755 -0.026
C -3.829 -6.292 -1.907
C -4.774 2.248 -1.396
C -2.292 4.717 -0.723
C 6.176 -2.505 0.348
C -4.648 -0.313 -0.117
C 6.064 3.614 -1.904
C 1.157 2.770 -3.575
C -2.222 -4.666 -0.207
C 1.550 -4.281 -3.186
C -0.918 0.704 0.805
C -3.893 4.023 4.048
C 2.684 0.170 3.260
C 4.770 2.717 0.471
C 0.353 4.121 -0.213
C -2.793 1.401 4.064
C 3.052 2.651 4.602
C -0.041 -1.393 -0.565
C -2.633 -2.596 4.519
C -0.565 3.400 -5.643
H 0.399 -1.818 -1.467
H 1.397 4.379 -0.036
H 1.436 2.093 -2.768
H -2.501 -3.836 -0.856
H 0.807 -7.191 -5.564
H -5.337 3.021 -1.919
H 5.144 3.675 0.832
H -3.750 1.227 4.556
H 0.464 -1.808 0.308
H -1.049 -0.148 1.472
H -4.252 4.882 3.481
H 3.049 0.635 2.344
H -2.952 5.469 -0.290
H 0.329 3.329 -6.262
H 3.453 -2.710 -0.550
H -4.607 2.634 -0.391
H 2.915 -1.748 0.885
H 6.941 2.968 -1.933
H 1.243 3.754 -3.113
H 0.287 3.317 -0.946
H -3.628 -0.283 -0.501
H 7.134 -2.344 0.842
H 3.780 2.173 5.256
H 3.786 2.442 0.852
H -4.097 -5.386 -2.451
H -0.012 -3.911 2.562
H -2.550 4.356 -1.719
H 2.941 -1.063 -0.644
H -3.464 -1.894 4.591
H -3.883 2.242 -2.024
H -1.531 3.260 -6.129
H -2.392 0.532 3.542
H 1.489 -5.005 -2.374
H 1.867 2.513 -4.361
H -3.066 -4.692 0.483
H -2.267 3.991 0.089
H 5.675 -3.270 0.941
H -0.641 4.417 -5.258
H 0.647 -3.671 -3.156
H -4.628 0.160 0.864
H -1.915 1.013 0.493
H 5.853 3.893 -2.937
H -1.066 -1.763 -0.534
H -4.496 -6.390 -1.051
H -3.960 -7.201 -2.496
H -4.683 3.469 4.557
H 1.996 -0.611 2.936
H -3.155 4.324 4.791
H -4.808 -1.352 0.169
H 6.291 -2.954 -0.638
H 3.504 -0.271 3.826
H 3.586 2.968 3.705
H -0.051 3.863 0.765
H -1.175 -4.422 3.589
H 0.061 -3.408 4.272
H -2.112 1.769 4.831
H -2.048 -2.690 5.434
H -0.289 -5.861 -5.048
H -1.385 -4.316 0.397
H -3.102 -3.577 4.438
H 2.633 3.543 5.068
H -0.484 1.569 1.307
H 5.447 1.920 0.778
H 0.400 -6.950 -3.832
H 6.404 4.510 -1.384
H 2.404 -3.649 -2.943
```

**Multiplicity**: 1
**Highest occupied orbital energy**: -7.98 eV
**LUMO level**: -0.273 eV
**Frontier orbital gap**: 7.71 eV
**Energy relative to the best compared isomer or geometry (same formula, charge and spin)**: 3.7187 eV

Löwdin atomic charge list, values in e, 99 entries: S 0.860; S 0.804; S 0.845; S 0.847; S 0.859; S 0.867; S 0.837; S 0.837; S 0.870; S 0.870; S 0.846; O -0.604; O -0.595; O -0.609; O -0.540; O -0.597; O -0.544; O -0.607; O -0.584; O -0.582; O -0.563; O -0.589; C -0.263; C -0.277; C -0.235; C -0.234; C -0.211; C -0.225; C -0.259; C -0.274; C -0.254; C -0.222; C -0.257; C -0.273; C -0.258; C -0.222; C -0.258; C -0.261; C -0.252; C -0.242; C -0.228; C -0.242; C -0.258; C -0.263; H 0.033; H 0.036; H 0.000; H 0.048; H 0.042; H 0.039; H 0.056; H 0.052; H 0.044; H -0.003; H 0.054; H 0.022; H 0.048; H 0.047; H 0.047; H 0.013; H 0.037; H 0.051; H 0.044; H 0.008; H 0.030; H 0.050; H 0.042; H 0.035; H 0.056; H 0.046; H 0.015; H 0.012; H 0.046; H 0.026; H 0.040; H 0.006; H 0.029; H 0.042; H 0.039; H 0.018; H 0.048; H 0.053; H 0.047; H 0.019; H 0.038; H 0.042; H 0.037; H 0.044; H 0.043; H 0.048; H 0.030; H 0.046; H 0.042; H 0.049; H 0.055; H 0.043; H 0.042; H 0.052; H 0.063

---

No. 2
The following is a DFT calculation (wB97M-V/def2-TZVPD) of a 11-piece molecular cluster, C22H66O22 overall.

Structure (XYZ):
```
110
Properties=species:S:1:pos:R:3
O 8.898 29.981 -0.674
O 4.401 31.064 -1.127
O 6.672 34.438 4.032
O 1.412 32.818 -2.720
O 12.962 32.950 2.619
O 6.041 32.917 7.151
O 6.309 32.558 -2.596
O 2.850 31.175 0.957
O 11.772 30.900 -4.122
O 9.502 31.928 2.379
O 10.795 27.867 -0.576
O 5.734 27.819 -0.726
O 1.320 35.032 2.358
O 2.316 31.817 3.593
O 0.156 29.468 -0.700
O 8.454 33.146 0.274
O 5.506 28.644 4.349
O 4.942 33.897 0.855
O 11.370 31.158 -1.586
O 3.287 35.338 -1.131
O 5.083 32.054 3.360
O 4.621 33.095 -5.636
C 2.125 33.997 -2.648
C 2.941 34.023 -1.401
C 5.370 29.139 -0.391
C 6.782 33.324 5.982
C 5.141 30.622 3.192
C 0.885 30.553 -0.467
C 4.667 29.815 -1.562
C 7.127 32.837 0.746
C 10.778 32.077 2.854
C 11.864 32.247 -3.611
C 10.541 28.718 0.577
C 5.752 33.228 -3.657
C 6.322 34.122 0.684
C 2.218 33.968 2.583
C 9.083 29.233 0.507
C 1.907 30.207 0.583
C 11.748 32.779 1.930
C 4.782 32.393 -4.474
C 5.367 29.958 4.575
C 10.991 32.234 -2.378
C 1.414 32.883 3.364
C 5.957 34.335 5.207
H 11.319 29.420 0.727
H 8.565 32.618 -0.560
H 4.393 32.204 3.999
H 9.971 32.019 -2.641
H 1.536 29.857 1.479
H 11.811 30.869 -5.089
H 11.921 32.129 1.087
H 2.667 33.561 1.691
H 6.830 34.620 1.485
H 11.301 33.698 1.745
H 2.937 31.195 1.917
H 1.553 30.784 -1.315
H 1.098 33.143 4.383
H 12.855 32.649 -3.421
H 0.517 32.931 -2.599
H 7.181 32.513 1.821
H 9.400 32.633 1.755
H 3.688 30.994 -0.495
H 0.156 31.336 -0.312
H 6.362 28.437 4.054
H 9.648 30.554 -0.804
H 6.464 34.690 -0.203
H 7.265 33.676 3.992
H 7.841 33.673 6.209
H 11.650 27.449 -0.416
H 6.564 33.502 -4.320
H 6.018 27.439 0.139
H 3.800 29.211 -1.878
H 6.400 29.589 -0.135
H 8.688 29.773 1.397
H 5.403 29.801 -2.354
H 1.843 31.316 4.271
H 6.705 32.010 0.025
H 13.704 33.014 2.021
H 3.761 35.130 -0.275
H 2.611 29.550 0.088
H 1.425 34.777 -2.551
H 11.653 30.566 -2.323
H 11.035 33.290 -1.908
H 0.698 32.369 2.698
H 6.883 32.466 5.374
H 5.206 31.330 -4.691
H 0.713 28.769 -1.031
H 4.519 30.203 5.201
H 8.331 28.398 0.514
H 5.615 32.457 -1.931
H 5.993 30.426 2.511
H 4.186 30.272 2.758
H 6.189 30.421 5.097
H 4.017 32.679 -6.159
H 11.207 31.054 2.984
H 2.702 34.201 -3.519
H 11.446 32.997 -4.308
H 0.431 34.791 2.191
H 4.887 34.052 4.911
H 5.170 34.008 -3.212
H 3.804 33.422 -1.584
H 3.143 34.293 3.009
H 4.912 29.253 0.581
H 4.910 33.298 1.564
H 5.196 32.719 6.680
H 10.758 32.493 3.842
H 5.812 35.337 5.667
H 10.614 27.963 1.430
H 3.819 32.257 -3.926
H 2.333 33.759 -0.604
```

**Multiplicity**: 1
**Highest occupied orbital energy**: -9.54 eV
**LUMO level**: -0.154 eV
**Frontier orbital gap**: 9.39 eV
**Energy relative to the best compared isomer or geometry (same formula, charge and spin)**: 6.3246 eV

Löwdin atomic charge list, values in e, 99 entries: O -0.064; O -0.071; O -0.071; O -0.023; O -0.046; O -0.072; O -0.062; O -0.101; O -0.066; O -0.066; O -0.080; O -0.068; O -0.028; O -0.123; O -0.009; O -0.100; O 0.002; O -0.044; O -0.080; O -0.050; O -0.095; O -0.017; C -0.245; C -0.283; C -0.257; C -0.237; C -0.175; C -0.296; C -0.256; C -0.206; C -0.278; C -0.219; C -0.205; C -0.258; C -0.215; C -0.211; C -0.240; C -0.203; C -0.238; C -0.277; C -0.277; C -0.275; C -0.169; C -0.267; H 0.086; H 0.099; H 0.040; H 0.111; H 0.112; H 0.108; H 0.117; H 0.078; H 0.104; H 0.104; H 0.037; H 0.117; H 0.136; H 0.117; H 0.051; H 0.108; H 0.025; H 0.026; H 0.132; H 0.079; H 0.028; H 0.121; H 0.071; H 0.161; H 0.079; H 0.130; H 0.099; H 0.130; H 0.118; H 0.102; H 0.126; H 0.116; H 0.145; H 0.083; H 0.090; H 0.107; H 0.116; H 0.097; H 0.156; H 0.133; H 0.072; H 0.150; H 0.100; H 0.122; H 0.114; H 0.040; H 0.126; H 0.102; H 0.113; H 0.042; H 0.128; H 0.109; H 0.127; H 0.067; H 0.119